A structure of composition C25H23Cl5F5N3SV, computed with ωB97M-V/def2-TZVPD.

Each line ends with the Mulliken spin population.
Geometry (Å):
V 0.12 0.32 0.09  1.230
C -0.23 3.23 1.54  0.016
N -0.63 2.43 0.36  -0.028
C -0.34 3.24 -0.84  0.027
C -2.10 2.20 0.43  -0.004
C -2.50 1.14 -0.55  -0.010
C -3.78 1.10 -1.08  0.005
C -4.15 0.09 -1.96  -0.004
C -3.24 -0.90 -2.30  -0.004
C -1.96 -0.89 -1.76  -0.013
C -1.58 0.13 -0.88  -0.070
H -0.77 4.17 1.55  0.000
H 0.84 3.44 1.50  -0.002
H -0.46 2.68 2.45  -0.001
H -0.78 4.24 -0.75  0.004
H -0.76 2.76 -1.72  -0.003
H 0.74 3.36 -0.95  -0.002
H -2.64 3.14 0.26  -0.001
H -2.33 1.86 1.45  0.001
H -4.50 1.87 -0.82  -0.001
H -5.15 0.07 -2.37  0.000
H -3.53 -1.70 -2.97  -0.001
H -1.28 -1.70 -1.99  0.002
Cl -2.19 -0.78 2.59  0.000
C -0.61 -0.25 3.07  0.030
C 0.25 0.22 2.10  -0.123
C 1.50 0.65 2.50  0.022
Cl 2.50 1.22 1.16  0.000
C 1.94 0.64 3.81  -0.006
Cl 3.51 1.19 4.20  -0.002
C 1.06 0.14 4.77  0.013
Cl 1.56 0.07 6.40  0.003
C -0.22 -0.30 4.41  -0.012
Cl -1.28 -0.93 5.59  -0.002
F -1.43 -5.21 4.19  0.000
C -0.91 -4.46 3.24  -0.004
C 0.26 -3.76 3.47  0.002
F 0.86 -3.82 4.65  0.000
C 0.80 -2.98 2.46  -0.004
F 1.93 -2.32 2.70  0.001
C 0.17 -2.86 1.22  0.001
S 0.85 -1.82 -0.03  -0.084
C -0.99 -3.59 1.01  0.008
F -1.62 -3.50 -0.16  0.001
C -1.53 -4.39 2.00  0.004
F -2.65 -5.06 1.78  0.000
N 2.92 0.42 -4.37  0.000
C 1.42 0.53 -4.42  0.000
C 0.89 1.08 -3.10  0.019
N 1.31 0.27 -1.94  -0.018
C 2.79 0.19 -1.90  0.018
C 3.37 -0.39 -3.18  -0.002
H 3.33 1.35 -4.33  0.000
H 3.26 -0.01 -5.23  0.000
H 1.04 -0.47 -4.61  0.000
H 1.15 1.18 -5.25  0.000
H -0.20 1.09 -3.15  -0.002
H 1.23 2.11 -2.95  0.000
H 0.96 -0.68 -2.10  -0.004
H 3.09 -0.45 -1.07  0.005
H 3.18 1.19 -1.72  -0.004
H 3.03 -1.41 -3.35  0.000
H 4.46 -0.38 -3.16  0.000

## Properties
Lowest unoccupied orbital energy (spin up / spin down): -0.258 / -0.238 hartree
DFT total energy: -5272.60983 Eh
Net charge: +2
Spin multiplicity: 2
Gap between HOMO and LUMO (spin up / spin down): 0.245 / 0.266 Eh